1.
DFT (ωB97M-V/def2-TZVPD) results for a cluster of 20 separate species, C30H100O20 in total.

Atoms and positions in Å:
C -38.1385 -27.9772 -41.9405
O -39.4146 -27.7213 -42.5142
H -37.4264 -28.3182 -42.6921
H -37.7172 -27.1338 -41.3936
H -38.0882 -28.7605 -41.1842
H -40.0779 -27.4993 -41.8567
C -43.3457 -31.6629 -31.1255
O -42.8971 -30.9345 -29.9678
H -44.0325 -32.4864 -30.9294
H -43.7662 -31.0256 -31.9033
H -42.4456 -32.1246 -31.5313
H -42.1196 -30.4199 -30.1965
C -41.8514 -26.2096 -35.3439
O -41.9182 -25.7346 -34.0163
H -41.1416 -25.7216 -36.0117
H -41.5720 -27.2624 -35.3031
H -42.7512 -26.0911 -35.9475
H -41.2317 -25.0646 -33.9782
C -44.2862 -29.2444 -34.7148
O -44.8699 -30.5581 -34.8624
H -44.9405 -28.4577 -35.0903
H -44.1398 -29.1186 -33.6420
H -43.3617 -29.1621 -35.2863
H -44.1734 -31.2018 -35.0114
C -45.8710 -34.4049 -38.1701
O -44.4111 -34.5202 -37.9072
H -45.9981 -34.2147 -39.2358
H -46.4985 -35.2744 -37.9743
H -46.2614 -33.5520 -37.6148
H -44.1348 -35.4368 -37.8352
C -40.9087 -29.1043 -32.6484
O -40.8769 -29.5306 -31.3392
H -41.5546 -29.8335 -33.1375
H -41.4745 -28.1727 -32.6441
H -39.8883 -29.0312 -33.0246
H -40.4650 -28.8748 -30.7718
C -44.1466 -34.0933 -33.9011
C -42.9634 -33.6221 -34.7820
O -43.5967 -32.9213 -35.8627
H -44.6530 -33.2900 -33.3659
H -43.9028 -34.9072 -33.2183
H -44.8917 -34.5405 -34.5591
H -42.3758 -34.4056 -35.2604
H -42.3173 -32.9177 -34.2580
H -43.7972 -33.5690 -36.5422
C -39.2648 -36.0472 -35.6227
C -39.1657 -35.7249 -34.1320
O -39.4266 -34.2956 -33.9367
H -40.3120 -35.9117 -35.8931
H -39.0385 -37.0809 -35.8840
H -38.6844 -35.3784 -36.2582
H -38.1616 -35.9070 -33.7491
H -39.8421 -36.3554 -33.5549
H -39.6473 -34.1656 -33.0115
C -39.3536 -31.1852 -42.9235
C -39.3865 -32.0457 -41.6811
O -38.7124 -33.2892 -41.8806
H -40.0758 -31.6184 -43.6155
H -38.3781 -31.2100 -43.4093
H -39.5715 -30.1186 -42.8684
H -40.3799 -32.4113 -41.4210
H -38.9621 -31.6051 -40.7790
H -37.9694 -33.3337 -41.2743
C -35.4651 -35.4634 -40.2384
C -36.0003 -34.3326 -39.3659
O -36.5857 -33.3052 -40.2253
H -36.3145 -35.9058 -40.7589
H -34.9238 -36.1803 -39.6209
H -34.8849 -35.0969 -41.0852
H -35.2569 -33.8009 -38.7719
H -36.7134 -34.7080 -38.6319
H -35.7874 -32.8889 -40.5587
C -37.4659 -26.8816 -36.4331
C -36.7500 -27.7274 -35.4356
O -35.4953 -28.0210 -35.9832
H -36.8480 -26.0293 -36.7160
H -38.3631 -26.5342 -35.9208
H -37.7698 -27.5044 -37.2744
H -37.3097 -28.6369 -35.2172
H -36.5363 -27.2896 -34.4605
H -35.6448 -28.4204 -36.8433
C -43.9665 -30.1880 -38.2219
C -43.4893 -31.3465 -39.1864
O -42.4630 -30.9971 -40.0166
H -44.6855 -30.6033 -37.5156
H -44.5092 -29.3844 -38.7196
H -43.0745 -29.7812 -37.7456
H -44.3698 -31.6675 -39.7429
H -43.2795 -32.2570 -38.6250
H -41.6607 -30.9118 -39.4965
C -40.1187 -30.5400 -36.0851
C -40.4620 -31.6069 -37.1146
O -40.1657 -31.2371 -38.4369
H -40.7677 -29.6767 -35.9384
H -39.0888 -30.2065 -36.2124
H -40.2231 -30.9735 -35.0905
H -41.5171 -31.8804 -37.1289
H -39.8933 -32.5098 -36.8926
H -39.2306 -31.0215 -38.4077
C -35.2618 -31.6562 -35.1921
C -36.7713 -32.0161 -34.9769
O -36.8288 -32.9838 -34.0176
H -34.7519 -32.5164 -35.6259
H -34.7401 -31.3968 -34.2709
H -35.2253 -30.8702 -35.9464
H -37.0861 -32.4126 -35.9422
H -37.3496 -31.1382 -34.6892
H -37.7024 -33.3766 -34.0829
C -34.9523 -27.0021 -39.5679
C -35.7021 -28.3003 -39.6345
O -35.1761 -29.2085 -38.6813
H -33.8781 -27.0920 -39.7296
H -35.2368 -26.4106 -38.6977
H -35.3352 -26.4491 -40.4256
H -35.6902 -28.7646 -40.6206
H -36.7398 -28.0106 -39.4690
H -34.2818 -29.4750 -38.9069
C -40.3834 -28.3352 -39.1223
C -41.3030 -27.1832 -39.3191
O -40.9971 -26.5974 -40.5324
H -39.3404 -28.0188 -39.1274
H -40.4302 -29.1224 -39.8748
H -40.6756 -28.7249 -38.1472
H -41.2575 -26.4590 -38.5058
H -42.2937 -27.6213 -39.4410
H -41.4299 -25.7405 -40.5450
C -41.4806 -35.0829 -29.3048
C -40.8235 -35.0783 -30.7017
O -40.2926 -33.8812 -31.2486
H -40.8334 -34.4734 -28.6741
H -41.5923 -36.0200 -28.7593
H -42.4434 -34.5746 -29.3574
H -41.4792 -35.5056 -31.4604
H -39.9949 -35.7834 -30.6365
H -39.7624 -33.4294 -30.5880
C -39.7822 -35.4100 -39.1658
C -41.0971 -35.1052 -39.9072
O -40.8491 -35.0738 -41.2623
H -39.6126 -36.4847 -39.2319
H -39.8773 -35.1265 -38.1176
H -39.0016 -34.8113 -39.6352
H -41.5625 -34.1892 -39.5433
H -41.7935 -35.9340 -39.7795
H -40.1193 -34.4694 -41.4164
O -37.3768 -31.0268 -38.7245
H -36.8913 -31.6968 -39.2057
H -36.7453 -30.3192 -38.5951
O -43.8689 -31.1146 -42.5379
H -43.3756 -31.1841 -41.7205
H -43.7718 -30.1991 -42.7997

Results
HOMO level in eV: -9.28
Energy in eV: -73675.716
Maximum force in eV Å⁻¹: 2.974
LUMO in Eh: -0.00761
HOMO-LUMO gap in eV: 9.076

---

2.
DFT (ωB97M-V/def2-TZVPD) results for a structure of composition C46H60As2N3O2PSW.

Atoms and positions in Å:
W 0.1145 -0.4031 0.5549
C 1.9194 2.3245 1.3120
C 3.0587 1.5363 0.6679
As 2.5269 -0.2551 -0.1585
C 4.6246 -0.4667 -0.7188
C 4.9516 -0.3870 -2.0663
C 6.2413 -0.6823 -2.4820
C 7.1934 -1.0814 -1.5585
C 6.8709 -1.1427 -0.2130
C 5.5881 -0.8368 0.2101
C 2.8336 -1.5628 1.3373
C 3.1774 -2.8765 0.9888
C 3.3705 -3.8418 1.9599
C 3.2449 -3.5235 3.3042
C 2.9875 -2.2142 3.6700
C 2.7812 -1.2438 2.6978
As 0.2570 2.1380 0.1454
C 0.6402 4.1779 -0.4746
C 0.9192 4.3856 -1.8225
C 1.4113 5.6059 -2.2636
C 1.6360 6.6306 -1.3627
C 1.3716 6.4327 -0.0169
C 0.8932 5.2120 0.4301
C -1.2591 2.5755 1.3704
C -1.7876 3.8681 1.4523
C -2.7685 4.1898 2.3739
C -3.2648 3.2240 3.2341
C -2.8302 1.9152 3.1032
C -1.8603 1.5970 2.1676
H 2.2171 3.3763 1.3848
H 1.7112 1.9799 2.3303
H 3.4921 2.1281 -0.1591
H 3.8836 1.3604 1.3751
H 4.1835 -0.0881 -2.7757
H 6.4986 -0.6198 -3.5272
H 8.1855 -1.3541 -1.8846
H 7.6128 -1.4387 0.5118
H 5.3385 -0.8873 1.2646
H 3.3318 -3.1169 -0.0616
H 3.6435 -4.8446 1.6687
H 3.3856 -4.2761 4.0646
H 2.9469 -1.9456 4.7159
H 2.6448 -0.2183 3.0312
H 0.7611 3.5774 -2.5289
H 1.6271 5.7555 -3.3105
H 2.0268 7.5767 -1.7016
H 1.5442 7.2320 0.6876
H 0.7088 5.0750 1.4911
H -1.4337 4.6113 0.7497
H -3.1391 5.2014 2.4204
H -3.9939 3.4743 3.9878
H -3.2450 1.1299 3.7204
H -1.6266 0.5127 2.0446
C -4.0009 -2.1063 -3.4793
C -3.2883 -1.9249 -2.1401
C -4.3300 -1.9149 -1.0164
C -2.3911 -3.1339 -1.8621
P -2.2085 -0.3341 -2.0385
N -1.1996 -0.4093 -0.8082
C -3.3941 1.1803 -1.8056
C -2.6483 2.5008 -2.0304
C -3.8560 1.1361 -0.3396
C -4.6164 1.2004 -2.7194
C -1.1516 -0.1274 -3.6361
C -0.5380 -1.4608 -4.0678
C 0.0239 0.7785 -3.2643
C -1.9191 0.4530 -4.8197
H -4.6510 -2.9784 -3.4209
H -3.3092 -2.2831 -4.2958
H -4.6254 -1.2570 -3.7333
H -4.7749 -2.9072 -0.9288
H -5.1392 -1.2161 -1.2001
H -3.8621 -1.6804 -0.0597
H -2.9773 -4.0492 -1.9405
H -1.9951 -3.0717 -0.8436
H -1.5659 -3.2145 -2.5597
H -1.7530 2.5931 -1.3983
H -3.3106 3.3264 -1.7697
H -2.3701 2.6363 -3.0703
H -3.1695 0.5296 0.2604
H -4.8540 0.7168 -0.2452
H -3.8747 2.1365 0.0906
H -4.3453 1.2694 -3.7665
H -5.2065 2.0802 -2.4688
H -5.2559 0.3362 -2.5845
H 0.0155 -1.9155 -3.2472
H 0.1742 -1.2800 -4.8731
H -1.2811 -2.1537 -4.4505
H 0.5957 0.3145 -2.4380
H -0.3058 1.7702 -2.9602
H 0.6986 0.8816 -4.1124
H -2.8067 -0.1295 -5.0443
H -1.2787 0.4321 -5.7007
H -2.2078 1.4859 -4.6597
O -0.2177 -1.8329 1.7363
C 0.1024 -1.0021 2.7647
O 0.5394 0.1642 2.2280
C -0.1112 -1.2354 4.1219
C 0.1225 -0.2172 5.0805
C -0.0356 -0.4856 6.4171
C -0.4207 -1.7514 6.8503
C -0.6536 -2.7601 5.9190
C -0.5022 -2.5188 4.5761
H 0.4149 0.7687 4.7460
H 0.1499 0.2936 7.1390
H -0.5410 -1.9490 7.9028
H -0.9541 -3.7422 6.2522
H -0.6744 -3.2965 3.8434
N 0.9609 -5.3918 -1.1097
C 0.6147 -4.3861 -0.3121
N 0.1377 -4.6241 0.9091
S 0.7373 -2.7888 -0.8849
H 0.8615 -6.3582 -0.8385
H 1.3361 -5.1951 -2.0226
H 0.0289 -5.5600 1.2708
H -0.0881 -3.8385 1.5120

Results
<S²>: 2.01
HOMO level (spin up / spin down) in eV: -11.63 / -13.03
Net charge: +2
Energy in eV: -200851.593
Spin multiplicity: 3
Maximum force in eV Å⁻¹: 14.133
LUMO (spin up / spin down) in Eh: -0.24440 / -0.23582
HOMO-LUMO gap (spin up / spin down) in eV: 4.979 / 6.615

---

3.
DFT (ωB97M-V/def2-TZVPD) results for a structure of composition C44H68INO18Si2.

Atoms and positions in Å:
C -3.2156 -11.0601 -2.2055
C -2.9066 -10.1115 -1.0509
C -2.2562 -8.7797 -1.4168
I -3.0849 -7.8514 -3.1661
Si -2.2888 -7.5712 0.0227
C -3.8545 -6.5771 0.1895
C -3.6299 -5.2321 0.9105
C -3.9247 -4.0423 0.0295
O -3.6949 -4.0501 -1.1539
N -4.4315 -2.8869 0.6761
C -3.4262 -1.8726 0.8877
C -2.5779 -1.9135 1.9844
C -1.5862 -0.9628 2.1173
C -1.4558 0.0431 1.1828
C -2.2979 0.0785 0.0902
C -3.2763 -0.8762 -0.0580
O -1.0186 -6.5216 -0.1456
Si 0.5347 -6.8406 0.3203
H -2.4888 -10.9570 -3.0095
H -3.1946 -12.0916 -1.8636
H -4.1985 -10.8614 -2.6231
H -2.2048 -10.6100 -0.3805
H -3.8215 -9.9397 -0.4796
H -1.2179 -8.9625 -1.6872
H -2.1241 -8.3833 1.2557
H -4.2931 -6.4107 -0.7909
H -4.5555 -7.1877 0.7585
H -4.2198 -5.1833 1.8231
H -2.5861 -5.1101 1.2113
H -4.9449 -3.1179 1.5154
H -2.6679 -2.7059 2.7167
H -0.9081 -0.9885 2.9575
H -0.6825 0.7871 1.2940
H -2.1706 0.8587 -0.6466
H -3.9129 -0.8598 -0.9306
H 0.6526 -8.2405 0.7824
H 1.4229 -6.6642 -0.8473
H 0.9099 -5.9050 1.3956
O 0.2016 0.0801 -2.2147
C 0.2543 -1.1132 -2.3367
O 1.3449 -1.7409 -2.8360
C 1.0765 -3.1568 -2.9736
C -0.0529 -3.4418 -1.9898
C -0.8176 -2.1229 -2.0076
H 0.7901 -3.3512 -4.0093
H 1.9969 -3.6929 -2.7556
H -0.6544 -4.3081 -2.2496
H 0.3664 -3.6072 -0.9947
H -1.5788 -2.1028 -2.7907
H -1.2704 -1.8561 -1.0618
O 1.7651 -1.8168 3.4703
C 2.2288 -0.7499 3.1851
O 1.5222 0.1661 2.4804
C 2.3421 1.3141 2.1882
C 3.4293 1.3055 3.2463
C 3.6062 -0.1909 3.5047
H 2.7393 1.2041 1.1765
H 1.7176 2.2019 2.2357
H 4.3346 1.8172 2.9299
H 3.0603 1.8007 4.1430
H 4.3288 -0.6474 2.8258
H 3.8751 -0.4373 4.5282
O 5.9475 1.0943 0.0997
C 5.2583 1.0682 -0.8784
O 3.9411 1.3647 -0.8361
C 3.3301 1.1494 -2.1279
C 4.4776 1.2374 -3.1276
C 5.6466 0.7010 -2.3006
H 2.8551 0.1702 -2.1232
H 2.5629 1.9056 -2.2682
H 4.2805 0.6842 -4.0430
H 4.6622 2.2789 -3.3939
H 5.7268 -0.3862 -2.3553
H 6.6084 1.1400 -2.5500
O 2.3438 4.1667 4.6592
C 2.1115 3.9867 5.8214
O 3.0856 3.7143 6.7120
C 2.5202 3.4394 8.0114
C 1.1488 4.1050 7.9957
C 0.7647 3.9872 6.5216
H 2.4515 2.3575 8.1340
H 3.1845 3.8354 8.7729
H 0.4520 3.6393 8.6882
H 1.2455 5.1579 8.2677
H 0.2684 3.0408 6.2975
H 0.1508 4.8042 6.1524
O 0.4897 1.0036 -8.8521
C 0.0469 0.7631 -7.7647
O 0.8422 0.4695 -6.7150
C 0.0459 0.1316 -5.5622
C -1.3135 0.7764 -5.8134
C -1.4072 0.7182 -7.3378
H -0.0164 -0.9584 -5.5010
H 0.5439 0.5070 -4.6731
H -2.1246 0.2737 -5.2917
H -1.2937 1.8154 -5.4839
H -1.8319 -0.2231 -7.6927
H -1.9536 1.5450 -7.7856
O -2.8087 4.2890 -0.6259
C -1.7794 4.4191 -0.0343
O -1.7274 4.4806 1.3197
C -0.3828 4.7321 1.7638
C 0.5063 4.2727 0.6148
C -0.3748 4.5549 -0.5996
H -0.2796 5.8008 1.9635
H -0.2171 4.1864 2.6898
H 1.4722 4.7729 0.5982
H 0.6816 3.2000 0.6893
H -0.2568 5.5736 -0.9733
H -0.2351 3.8565 -1.4202
O 2.0483 3.8516 11.2997
C 1.2911 4.7252 11.6075
O -0.0505 4.5645 11.5931
C -0.7089 5.8064 11.9050
C 0.3290 6.6306 12.6616
C 1.6314 6.1443 12.0264
H -1.0078 6.2783 10.9667
H -1.5994 5.5798 12.4848
H 0.1595 7.7016 12.5798
H 0.3124 6.3643 13.7187
H 1.8897 6.7094 11.1289
H 2.4804 6.1413 12.7034
O -2.4874 3.7942 -9.8185
C -1.7537 3.8065 -10.7638
O -1.6252 4.9006 -11.5565
C -0.7592 4.6121 -12.6671
C 0.0931 3.4301 -12.2141
C -0.8671 2.6938 -11.2821
H -1.3812 4.3667 -13.5310
H -0.1861 5.5087 -12.8899
H 0.4652 2.8316 -13.0426
H 0.9508 3.7908 -11.6452
H -1.4975 1.9808 -11.8177
H -0.3850 2.1918 -10.4483

Results
HOMO level in eV: -8.94
Energy in eV: -108937.052
Maximum force in eV Å⁻¹: 0.628
LUMO in Eh: 0.01390
HOMO-LUMO gap in eV: 9.319